Entry 1:
Here is a structure of composition C18H22N4O5S at a distorted geometry from the OMol25 dataset. Energies are from the ωB97M-V functional and the def2-TZVPD basis.

Geometry as XYZ:
```
50
Properties=species:S:1:pos:R:3:nbo_charge:R:1
C 4.32469 0.94117 -3.11695 -0.6328
C 3.65502 0.85194 -4.41476 -0.0854
H 3.65886 1.72380 -5.01986 0.1841
H 4.14480 0.02013 -5.02808 0.1713
O 2.33180 0.81404 -4.48816 -0.5216
C 1.99696 -0.68626 -4.25072 0.8862
O 2.86420 -1.68923 -4.12353 -0.6466
N 0.46330 -0.72522 -4.20651 -0.4773
C -0.45954 0.34422 -4.22822 -0.2441
H 0.15206 1.24587 -4.38281 0.2702
H -1.32298 -0.04884 -4.95880 0.1883
C -1.15625 0.42959 -2.89824 -0.1870
N -1.54050 -0.65700 -2.39067 -0.3967
C -2.92752 -0.91877 -1.83499 0.6658
O -3.63573 0.24899 -1.89239 -0.6265
C -3.33614 -2.26501 -1.39178 -0.6566
H -4.32379 -1.93459 -1.04903 0.2914
H -3.28967 -2.99353 -2.12504 0.2612
S -2.79622 -2.86168 0.23292 0.3478
C -1.92097 -1.62248 0.89914 0.1553
N -1.42931 -0.38522 0.29377 -0.2132
N -0.91183 0.10110 1.28222 -0.2337
C -1.26669 -0.41837 2.48294 0.3794
C -0.82175 -0.06245 3.79481 -0.0534
C -0.50082 1.44386 3.94350 -0.2012
C 0.05171 1.77977 5.36704 0.3020
C -0.09302 1.07212 6.39406 -0.3211
C -1.04905 -0.29472 6.20861 -0.0653
C -1.11248 -0.76517 4.86272 -0.2894
H -1.64747 -1.65300 4.81275 0.2128
H -1.26461 -0.86438 7.03637 0.1978
H -0.05196 1.39241 7.32808 0.2050
O 0.68873 2.93565 5.40175 -0.5014
C 1.16574 3.55068 6.61287 -0.1778
H 1.61081 4.45291 6.42120 0.2013
H 0.02598 3.49295 7.31030 0.1337
H 1.67076 2.94836 7.13904 0.1567
H 0.14156 1.71492 3.21121 0.2113
O -1.88419 -1.51769 2.23273 -0.3645
C -0.72648 -2.10543 -2.46230 -0.2640
H -1.02280 -2.95498 -1.98419 0.2149
C 0.04157 -2.33177 -3.83800 -0.1390
H 0.81919 -2.83841 -3.82467 0.2093
H -0.65995 -2.31462 -4.52750 0.1924
H 0.02039 -1.70685 -1.74700 0.2238
H -1.79727 1.24082 -2.62079 0.2907
H -0.17849 0.72369 -1.93317 0.0901
H 5.46831 1.31286 -3.14815 0.2289
H 3.65318 1.84979 -2.65169 0.2039
H 4.17785 -0.01594 -2.73000 0.2228
```

Computed properties:
- energy relative to the best compared isomer or geometry (same formula, charge and spin) (kcal/mol) = 470.4
- orbital gap (eV) = 7.1
- LUMO (eV) = -0.749



Entry 2:
Here is the ion C18H22NO3 with charge +1 at a distorted geometry from the OMol25 dataset. Energies are from the ωB97M-V functional and the def2-TZVPD basis.

Geometry as XYZ:
```
44
Properties=species:S:1:pos:R:3:nbo_charge:R:1
C 0.10009 -3.57781 4.03850 -0.2748
O 0.59431 -2.70496 3.06522 -0.5163
C 1.15499 -1.50828 3.52785 0.7894
O 1.31264 -1.23977 4.68196 -0.5406
C 1.46468 -0.33441 2.56131 -0.3116
C 0.28896 0.18460 1.73440 -0.1118
C -0.45994 1.29328 2.04703 -0.2013
C -1.74739 1.63336 1.44615 -0.1550
C -2.19528 0.83711 0.33354 -0.0695
C -3.32700 1.16957 -0.40691 -0.2238
C -3.88699 0.51864 -1.48417 0.3185
O -5.12688 0.93630 -2.06515 -0.5115
C -5.72866 0.35066 -3.28083 -0.2305
C -3.07700 -0.54071 -1.96991 -0.2306
C -1.82455 -0.93091 -1.30075 -0.2073
C -1.48047 -0.24180 -0.11600 -0.0108
C -0.35624 -0.58756 0.63997 -0.1900
C 2.58278 -0.82349 1.60990 -0.0388
C 3.80891 -1.21252 2.30644 -0.4252
C 4.83849 -0.98524 1.18105 -0.4488
C 4.21862 -0.26015 0.02392 -0.2391
N 2.96561 0.21147 0.59076 -0.5239
H -0.11774 -4.61149 3.67369 0.2138
H 0.69721 -3.85405 4.87324 0.2023
H -0.75875 -3.05509 4.45904 0.1970
H 1.98980 0.51646 3.16812 0.2495
H -0.08437 2.01314 2.75775 0.2154
H -2.39005 2.36423 1.87428 0.2322
H -3.87528 2.05191 -0.08593 0.2212
H -5.25648 -0.60348 -3.44356 0.1709
H -6.78901 0.22562 -3.23178 0.2067
H -5.54912 0.91174 -4.14032 0.1875
H -3.44243 -1.00483 -2.88673 0.2205
H -1.17873 -1.65027 -1.76674 0.2211
H -0.04010 -1.51884 0.27888 0.1983
H 2.30265 -1.72403 1.06082 0.2358
H 3.95048 -0.57733 3.19911 0.2286
H 3.71510 -2.25223 2.64102 0.2585
H 5.27504 -1.91211 0.83130 0.2467
H 5.72662 -0.43967 1.55794 0.2432
H 4.08716 -0.98837 -0.84288 0.2418
H 4.78789 0.63710 -0.24029 0.2369
H 2.23774 0.25345 -0.17427 0.4753
H 3.19583 1.17760 1.06752 0.4502
```

Computed properties:
- charge = +1
- energy relative to the best compared isomer or geometry (same formula, charge and spin) (kcal/mol) = 69.8
- orbital gap (eV) = 7.3
- LUMO (eV) = -3.135
- structure (SMILES) = COC(=O)[C@H](c1ccc2cc(OC)ccc2c1)[C@@H]1CCC[NH2+]1



Entry 3:
Here is a cluster of 4 separate species, C18H22O7S in total at a distorted geometry from the OMol25 dataset. Energies are from the ωB97M-V functional and the def2-TZVPD basis.

Geometry as XYZ:
```
48
Properties=species:S:1:pos:R:3:nbo_charge:R:1
O 5.16691 -2.17453 -0.67818 -0.5178
C 4.24264 -1.35136 -0.14136 0.5187
C 4.64761 -0.07175 0.85651 -0.1046
C 5.97100 0.87465 0.54193 -0.1948
C 6.28844 2.14483 1.52852 -0.2226
C 5.26424 2.41832 2.80287 -0.1989
C 3.95720 1.46583 3.16036 -0.1669
C 3.64727 0.19772 2.16862 -0.1147
C 2.37628 -0.87005 2.36195 0.5199
O 2.02168 -1.39048 3.55580 -0.5201
C 1.60898 -1.28079 0.93369 -0.0726
C -0.04161 -1.38945 0.84731 -0.2079
C -0.67112 -1.75294 -0.62958 -0.0249
C -2.33795 -1.81100 -0.71833 -0.6298
S -2.91797 -0.27150 0.25282 1.7500
O -4.37845 0.08944 -0.13964 -0.9017
O -2.04908 0.99941 -0.09570 -0.8717
C 0.26902 -2.00301 -1.94923 -0.2075
C 1.90730 -1.88871 -1.82958 -0.1721
C 2.59906 -1.52940 -0.38724 -0.0985
H 6.61670 0.55959 -0.40578 0.2614
H 7.21329 2.86304 1.30500 0.2523
H 5.51341 3.34791 3.47606 0.2402
H 3.25607 1.71808 4.08634 0.2715
H -0.64615 -1.20316 1.83180 0.2481
H -2.78778 -2.79627 -0.27292 0.2710
H -2.73191 -1.67257 -1.83051 0.2848
H -2.82834 -0.57887 1.63734 0.0639
H -0.18773 -2.25282 -3.01415 0.2654
H 2.62303 -2.02814 -2.76768 0.2635
C -3.24684 -3.12727 -4.26055 -0.2462
O -2.15084 -4.02177 -4.31532 -0.7269
H -2.88580 -2.14100 -3.95971 0.1720
H -3.71109 -3.05748 -5.24734 0.1744
H -3.97440 -3.48552 -3.52818 0.1634
H -2.50171 -4.88763 -4.58457 0.4698
C 1.05358 3.33162 1.63766 -0.2478
O 1.85476 3.61893 2.76900 -0.7294
H 1.69169 2.94590 0.83914 0.1897
H 0.30704 2.57816 1.90053 0.1663
H 0.56053 4.24560 1.29768 0.1666
H 1.26172 3.95910 3.46031 0.4630
C -6.68707 2.17379 -0.45181 -0.2449
O -8.03793 1.77415 -0.59258 -0.7284
H -6.56324 3.16758 -0.88840 0.1748
H -6.42508 2.20884 0.60851 0.1577
H -6.04020 1.46525 -0.97484 0.1827
H -8.11715 0.88972 -0.19656 0.4597
```

Computed properties:
- orbital gap (eV) = 7.2
- LUMO (eV) = -1.721
- structure (SMILES) = O=C1c2ccccc2C(=O)c2cc(C[SH](=O)=O)ccc21.CO.CO.CO



Entry 4:
Here is a structure of composition C18H23AsF6MoNO3S from the OMol25 dataset. Energies are from the ωB97M-V functional and the def2-TZVPD basis.

Geometry as XYZ:
```
54
Properties=species:S:1:pos:R:3:mulliken_charge:R:1
Mo 0.32340 -0.08261 -0.82650 1.1575
C 6.98986 0.27569 3.08213 -0.8900
O 6.13934 0.11609 1.92624 -0.4021
C 4.83700 0.10370 2.06254 0.7872
C 4.16389 0.23742 3.30039 -0.7720
C 2.80156 0.20928 3.32535 -1.3153
C 2.03108 0.05093 2.14426 -0.2355
C 0.63066 0.02896 2.18684 1.3010
C -0.18740 0.15913 3.42312 -1.8266
O -0.03516 -0.10570 1.08956 -0.0987
C 2.74623 -0.08344 0.92276 0.7011
O 2.07306 -0.27165 -0.24567 -0.3257
C 4.10914 -0.05671 0.86592 -0.5289
H 8.00045 0.25576 2.69196 0.2610
H 6.83806 -0.55255 3.77244 0.3871
H 6.79129 1.23347 3.56044 0.3824
H 4.71843 0.36214 4.21749 0.4998
H 2.29254 0.31821 4.27339 0.4724
H 0.11131 -0.57960 4.16697 0.4884
H -1.23815 0.02899 3.18196 0.2997
H -0.04120 1.14999 3.85850 0.4264
H 4.63319 -0.16188 -0.07277 0.5271
C -2.69456 -1.10339 -0.36539 -1.1865
C -1.92129 -1.71914 -1.53615 1.0250
C -2.53392 -3.06507 -1.93230 -1.6458
C -0.42981 -1.96005 -1.20149 -0.7918
H -3.74950 -1.01460 -0.62290 0.4928
H -2.36172 -0.10684 -0.08046 0.1741
H -2.62104 -1.75553 0.50761 0.3473
H -1.98832 -1.05490 -2.40675 0.0039
H -2.49120 -3.76672 -1.09802 0.3938
H -2.01382 -3.51082 -2.77995 0.4121
H -3.58010 -2.92833 -2.20608 0.4257
H 0.10934 -2.46021 -2.00399 0.5103
H -0.33242 -2.53301 -0.27254 0.5431
F 0.88284 2.59944 -0.27940 -0.3897
As -0.56417 3.47515 -0.65869 1.7124
F -1.25476 2.67686 0.67822 -0.3876
F -0.23526 4.97589 -0.04253 -0.2779
F -2.10321 3.61252 -1.33227 -0.3764
F 0.09022 3.64777 -2.23413 -0.4846
F -0.89268 1.15085 -1.54844 -0.5381
S 1.60395 0.02317 -2.88692 -0.2732
C 0.42237 0.28330 -4.16088 0.6336
N -0.05148 1.53621 -4.34627 0.0892
C -0.89910 1.88046 -5.33038 -0.1063
C -1.32770 0.92809 -6.22209 -0.7147
C -0.86176 -0.37498 -6.07554 -0.1980
C 0.01016 -0.69900 -5.04731 -0.6656
H 0.26521 2.25738 -3.70090 0.1460
H -1.19678 2.91868 -5.36279 0.4644
H -2.00360 1.20257 -7.01800 0.4449
H -1.17671 -1.14014 -6.77299 0.4561
H 0.39478 -1.70167 -4.92708 0.4650
```

Computed properties:
- charge = +2
- energy relative to the best compared isomer or geometry (same formula, charge and spin) (kcal/mol) = 0.0
- orbital gap (alpha / beta) (eV) = 6.5 / 7.0
- LUMO (alpha / beta) (eV) = -8.232 / -7.892
- multiplicity = 2



Entry 5:
Here is a structure of composition C18H23AuClN4OSSi from the OMol25 dataset. Energies are from the ωB97M-V functional and the def2-TZVPD basis.

Geometry as XYZ:
```
50
Properties=species:S:1:pos:R:3:nbo_charge:R:1
Au 0.03088 -0.07901 -0.05480 1.3478
S 2.17164 0.10892 0.78972 -0.1266
C 1.59691 -0.10114 2.46812 0.0684
C 2.45893 -0.04069 3.56004 -0.2654
C 1.91486 -0.19484 4.82030 -0.1353
C 0.54526 -0.39948 4.96633 -0.2667
C -0.23147 -0.44333 3.82717 0.0465
N 0.28385 -0.29702 2.59947 -0.5526
H 3.51851 0.12265 3.41690 0.2371
H 2.55602 -0.15358 5.69132 0.2326
H 0.09788 -0.52372 5.94231 0.2353
H -1.30232 -0.60321 3.87736 0.2054
C -4.15410 -0.94704 0.79912 -1.1536
Si -3.39532 0.27321 -0.40584 1.9106
C -4.33295 0.15332 -2.00700 -1.1405
C -3.58988 1.98752 0.30011 -1.1538
O -1.82926 -0.11519 -0.69351 -1.2700
H -5.16708 -0.63616 1.06359 0.2498
H -3.58293 -1.03148 1.73078 0.2274
H -4.22119 -1.94260 0.35086 0.2290
H -5.39788 0.32405 -1.83301 0.2424
H -4.20641 -0.83890 -2.44617 0.2410
H -3.98456 0.88868 -2.73734 0.2392
H -4.65037 2.23554 0.38016 0.2491
H -3.11729 2.73999 -0.33904 0.2283
H -3.15252 2.07951 1.29951 0.2269
N -0.60977 6.01019 -0.04202 -0.7444
C -0.44933 4.67544 -0.03346 0.2605
C -0.47998 3.93982 1.16494 -0.2967
C -0.31950 2.58338 1.13168 0.0834
N -0.12811 1.91308 -0.01817 -0.4919
C -0.10020 2.59676 -1.17615 0.0837
C -0.25147 3.95369 -1.22455 -0.2983
H -0.73609 6.52199 0.81231 0.4095
H -0.57222 6.53200 -0.89880 0.4098
H -0.63381 4.43398 2.11452 0.2379
H -0.34507 1.98988 2.03416 0.2395
H 0.03952 2.01829 -2.07793 0.2332
H -0.22213 4.45809 -2.18062 0.2394
Cl 2.84839 -4.96156 -0.43521 0.0707
C 1.33636 -4.16768 -0.23483 -0.0722
C 0.17624 -4.88603 -0.00306 -0.1386
C -1.01131 -4.18967 0.12891 -0.2283
C -1.00752 -2.81307 0.04250 0.0688
N 0.13108 -2.13023 -0.16152 -0.4658
C 1.28940 -2.79016 -0.30466 0.0408
H 0.20920 -5.96485 0.06600 0.2516
H -1.94414 -4.70774 0.29935 0.2489
H -1.90293 -2.21854 0.11873 0.2566
H 2.18178 -2.21049 -0.47689 0.2500
```

Computed properties:
- charge = +1
- energy relative to the best compared isomer or geometry (same formula, charge and spin) (kcal/mol) = 0.0
- orbital gap (eV) = 7.8
- LUMO (eV) = -3.431



no.,energy (eV)
1,-46037.9031
2,-26646.2635
3,-44168.0267
4,-116494.3881
5,-61971.4790